(1)
20
Properties=species:S:1:pos:R:3:forces:R:3 method="wB97M-V/def2-TZVPD" e_homo_ev=-7.5 total_energy_ev=-9391.2319 e_above_lowest_ev=5.618 e_lumo_ha=0.0344 charge=0 orbital_gap_ha=0.30852
C -2.127 -0.933 -0.895 1.93 -1.67 -0.95
C 0.207 2.029 -1.878 -0.43 1.66 -2.76
C -1.164 -1.275 -0.054 -0.34 0.09 1.53
C -0.357 -2.897 1.669 -2.28 1.58 0.50
C 1.997 2.044 0.456 0.80 -0.46 -1.36
C -0.326 -1.564 0.944 -0.86 -1.10 -2.26
N 0.065 1.531 -0.692 -4.96 -2.39 -1.12
N 0.700 1.470 0.380 1.05 -1.08 2.00
H -3.116 -0.686 -0.621 -0.71 0.87 0.47
H -1.956 -1.220 -1.957 -0.32 0.25 0.73
H -0.601 2.213 -2.695 1.07 -1.14 2.22
H 1.066 2.625 -2.078 0.78 0.19 0.04
H -0.165 -3.702 1.054 0.11 -1.70 -1.81
H 0.390 -3.007 2.397 0.84 0.45 1.36
H -1.379 -3.031 2.108 0.97 -0.07 -0.15
H 2.876 1.365 0.179 -1.22 0.51 -0.01
H 2.079 2.943 -0.159 0.25 0.34 0.23
H 2.083 2.217 1.492 0.66 0.74 1.15
H 0.584 -1.023 0.925 0.51 1.05 0.67
H -0.856 0.900 -0.575 2.16 1.89 -0.49


(2)
20
Properties=species:S:1:pos:R:3:forces:R:3 method="wB97M-V/def2-TZVPD" e_homo_ev=-6.2 total_energy_ev=-9390.8827 e_above_lowest_ev=5.967 e_lumo_ha=-0.0791 charge=0 orbital_gap_ha=0.14960
C -2.603 -1.795 0.293 -0.51 0.44 -0.94
C -1.151 -1.490 -0.066 0.98 -1.67 0.30
C -0.836 -0.019 0.043 0.33 1.42 0.29
C 0.653 0.199 -0.326 0.70 0.31 0.74
C 1.467 0.726 0.794 -0.63 -0.22 -1.28
N 1.787 2.011 0.894 0.54 0.08 -0.55
C 2.097 2.797 -0.079 -0.38 -0.66 1.59
N -0.731 -2.030 -1.324 -0.23 0.73 0.01
H -3.203 -1.291 -0.474 -0.22 0.22 0.21
H -2.866 -2.840 0.147 0.36 -0.14 0.35
H -2.905 -1.435 1.276 0.06 -0.05 0.05
H -0.480 -1.999 0.655 -0.33 0.19 0.23
H -1.415 0.623 -0.631 -0.15 -0.36 -0.21
H -1.004 0.458 1.026 -0.18 -0.57 0.16
H 0.734 0.896 -1.159 -0.08 0.14 -0.05
H 1.910 0.048 1.512 -0.19 0.08 0.27
H 2.256 2.404 -1.076 0.25 0.28 -0.19
H 2.212 3.818 0.242 0.03 0.44 -0.68
H 1.103 -0.756 -0.638 -0.46 -0.47 -0.22
H -1.326 -1.561 -2.023 0.10 -0.18 -0.09


(3)
20
Properties=species:S:1:pos:R:3:forces:R:3 method="wB97M-V/def2-TZVPD" e_homo_ev="-14.8 / -14.8" total_energy_ev=-9387.1194 multiplicity=2 e_above_lowest_ev=1.566 e_lumo_ha="-0.1637 / -0.2855" charge=+1 orbital_gap_ha="0.37858 / 0.25670"
C -3.005 1.377 0.915 0.28 1.78 -0.08
C -2.576 -0.046 1.284 2.99 -0.31 -2.63
H -2.996 2.121 1.763 -0.03 -0.91 -0.76
H -2.338 1.848 0.106 -0.61 -0.92 1.19
H -4.004 1.430 0.432 0.45 -0.33 0.63
H -2.862 -0.644 0.383 0.50 0.06 0.57
H -2.945 -0.618 2.089 -0.84 0.17 1.27
H -1.365 -0.154 1.390 -2.85 0.47 -0.05
C 2.941 0.680 0.486 -1.50 0.77 -0.29
C 1.840 -1.443 -2.248 -0.26 3.19 4.00
C 2.127 -0.146 -0.479 1.63 -0.71 -1.05
C 0.718 -0.588 -0.452 -0.15 -2.05 -1.63
N 2.798 -0.668 -1.576 -4.16 -1.49 -0.26
N 0.548 -1.386 -1.565 8.20 4.62 1.88
H 1.953 -1.898 -3.186 0.24 -0.74 -0.99
H -0.171 -1.906 -1.781 -4.93 -3.25 -1.36
H -0.119 -0.610 0.273 0.86 0.67 -0.33
H 2.288 1.535 0.853 1.03 -0.99 -0.16
H 3.853 1.036 -0.004 -0.43 0.08 -0.18
H 3.315 0.080 1.317 -0.43 -0.13 0.22


Copy entry 1 word for word.
20
Properties=species:S:1:pos:R:3:forces:R:3 method="wB97M-V/def2-TZVPD" e_homo_ev=-7.5 total_energy_ev=-9391.2319 e_above_lowest_ev=5.618 e_lumo_ha=0.0344 charge=0 orbital_gap_ha=0.30852
C -2.127 -0.933 -0.895 1.93 -1.67 -0.95
C 0.207 2.029 -1.878 -0.43 1.66 -2.76
C -1.164 -1.275 -0.054 -0.34 0.09 1.53
C -0.357 -2.897 1.669 -2.28 1.58 0.50
C 1.997 2.044 0.456 0.80 -0.46 -1.36
C -0.326 -1.564 0.944 -0.86 -1.10 -2.26
N 0.065 1.531 -0.692 -4.96 -2.39 -1.12
N 0.700 1.470 0.380 1.05 -1.08 2.00
H -3.116 -0.686 -0.621 -0.71 0.87 0.47
H -1.956 -1.220 -1.957 -0.32 0.25 0.73
H -0.601 2.213 -2.695 1.07 -1.14 2.22
H 1.066 2.625 -2.078 0.78 0.19 0.04
H -0.165 -3.702 1.054 0.11 -1.70 -1.81
H 0.390 -3.007 2.397 0.84 0.45 1.36
H -1.379 -3.031 2.108 0.97 -0.07 -0.15
H 2.876 1.365 0.179 -1.22 0.51 -0.01
H 2.079 2.943 -0.159 0.25 0.34 0.23
H 2.083 2.217 1.492 0.66 0.74 1.15
H 0.584 -1.023 0.925 0.51 1.05 0.67
H -0.856 0.900 -0.575 2.16 1.89 -0.49